1.
83
Properties=species:S:1:pos:R:3 method="wB97M-V/def2-TZVPD" gap_ev=6.7 de_lowest_kj_mol=55.5
Y -0.288 0.446 -0.772
Cl -6.713 -0.680 3.146
C -5.119 -0.615 2.457
C -4.201 -1.627 2.760
C -2.936 -1.611 2.229
C -2.524 -0.570 1.362
O -1.341 -0.586 0.842
C -3.464 0.460 1.081
C -3.142 1.609 0.272
O -2.043 1.891 -0.202
C -4.758 0.414 1.630
H -4.505 -2.428 3.421
H -2.218 -2.387 2.458
H -3.980 2.302 0.089
H -5.464 1.202 1.398
Br 3.035 1.558 -2.683
C 1.568 1.202 -3.815
C 1.743 1.439 -5.171
C 0.694 1.144 -6.022
C -0.473 0.623 -5.489
C -0.561 0.455 -4.118
N 0.450 0.739 -3.279
C -1.844 -0.103 -3.498
O -2.529 -0.840 -4.192
O -2.028 0.244 -2.292
H 2.680 1.836 -5.531
H 0.793 1.312 -7.086
H -1.320 0.342 -6.096
C -0.230 -3.248 -3.018
P -0.659 -2.448 -1.429
C -2.387 -2.978 -1.256
C 0.285 -3.396 -0.188
C -0.271 -4.486 0.478
C 0.449 -5.178 1.437
C 1.746 -4.792 1.736
C 2.309 -3.708 1.084
C 1.592 -2.991 0.129
P 2.285 -1.483 -0.660
C 3.645 -1.008 0.453
C 3.268 -2.144 -2.062
H -0.349 -4.332 -2.962
H 0.792 -3.021 -3.309
H -0.903 -2.854 -3.782
H -2.517 -4.040 -1.469
H -2.964 -2.398 -1.979
H -2.762 -2.757 -0.257
H -1.284 -4.793 0.253
H -0.003 -6.016 1.952
H 2.317 -5.327 2.483
H 3.313 -3.404 1.345
H 3.264 -0.859 1.463
H 4.033 -0.045 0.119
H 4.450 -1.744 0.462
H 3.786 -3.060 -1.770
H 4.013 -1.395 -2.333
H 2.667 -2.343 -2.945
C 2.378 5.167 0.955
Si 0.916 4.067 0.513
C 0.524 4.339 -1.313
C -0.556 4.675 1.521
As 1.472 1.828 0.780
Si 0.852 1.313 2.969
C 1.167 -0.533 3.223
C 1.925 2.238 4.207
C -0.967 1.682 3.363
H 2.136 6.222 0.811
H 3.249 4.928 0.343
H 2.670 5.028 1.997
H 0.247 5.382 -1.487
H -0.318 3.731 -1.658
H 1.387 4.113 -1.940
H -0.693 5.733 1.276
H -0.384 4.606 2.595
H -1.481 4.151 1.287
H 2.216 -0.717 3.466
H 0.891 -1.148 2.367
H 0.576 -0.881 4.074
H 2.967 2.285 3.887
H 1.892 1.742 5.179
H 1.574 3.261 4.346
H -1.512 2.077 2.507
H -1.044 2.411 4.172
H -1.483 0.776 3.688

=====

2.
103
Properties=species:S:1:pos:R:3 method="wB97M-V/def2-TZVPD" spin_multiplicity=2 s2=0.7613 gap_ev="6.9 / 2.9" charge=-1
C -1.794 0.916 -1.520
C -1.091 -0.451 -1.796
N -0.357 -0.874 -0.579
C 0.894 -1.518 -0.519
C 1.157 -1.770 0.802
N 0.051 -1.351 1.565
C -0.846 -0.891 0.679
C -0.004 -1.533 3.024
H -2.414 1.175 -2.379
H -1.015 1.639 -1.281
H -2.333 0.778 -0.583
H -0.403 -0.388 -2.638
H -1.868 -1.204 -1.923
H 1.481 -1.665 -1.413
H 2.062 -2.130 1.268
H -1.881 -0.631 0.848
H -1.019 -1.630 3.410
H 0.331 -0.612 3.502
H 0.599 -2.342 3.435
Cl 2.311 -5.382 1.709
O 2.298 -4.915 0.368
O 1.291 -6.429 1.723
O 3.534 -6.127 1.857
O 2.199 -4.341 2.708
Cl -1.788 -4.773 -0.469
O -1.100 -6.045 -0.686
O -1.346 -3.853 -1.437
O -3.197 -5.120 -0.585
O -1.512 -4.320 0.874
Cl -1.128 -2.022 6.822
O -1.912 -1.097 6.083
O -2.054 -2.418 7.803
O -0.791 -3.250 6.134
O 0.053 -1.461 7.463
C -0.147 4.559 -2.141
Cl -0.642 6.036 -2.981
Cl -1.187 4.262 -0.728
Cl -0.206 3.271 -3.410
Cl 1.580 4.607 -1.704
C -4.174 0.573 4.068
N -3.043 0.921 3.171
O -3.245 0.966 1.951
O -1.895 0.987 3.625
H -3.939 -0.445 4.380
H -5.152 0.628 3.589
H -4.067 1.386 4.786
C 4.951 -2.011 3.311
N 3.828 -1.098 3.024
O 3.846 -0.517 1.909
O 2.857 -1.108 3.831
H 5.583 -1.511 4.045
H 5.368 -2.503 2.432
H 4.472 -2.821 3.860
C 1.933 2.157 2.798
N 1.555 2.778 1.514
O 1.685 3.958 1.364
O 0.960 2.056 0.693
H 2.091 2.951 3.528
H 2.861 1.629 2.578
H 1.091 1.513 3.051
C -4.493 3.545 0.462
N -4.901 3.286 -0.963
O -5.187 4.198 -1.688
O -4.623 2.192 -1.405
H -5.196 3.093 1.161
H -4.416 4.624 0.597
H -3.513 3.068 0.487
C -6.367 -0.095 0.235
C -5.288 -0.936 -0.103
C -4.783 -1.852 0.736
C -5.413 -2.054 1.943
C -6.535 -1.284 2.337
C -6.958 -0.318 1.504
H -6.711 0.640 -0.478
H -4.730 -0.773 -1.013
H -4.028 -2.469 0.271
H -5.227 -2.839 2.661
H -7.004 -1.457 3.295
H -7.863 0.187 1.808
C 6.205 2.628 -2.849
C 6.343 1.311 -3.169
C 5.371 0.404 -2.683
C 4.334 0.778 -1.821
C 4.321 2.102 -1.402
C 5.209 3.012 -1.943
H 6.842 3.370 -3.306
H 7.171 1.040 -3.807
H 5.362 -0.606 -3.064
H 3.781 -0.046 -1.395
H 3.529 2.397 -0.730
H 5.034 4.047 -1.691
C 3.122 0.981 -5.386
C 4.072 1.350 -6.265
C 3.881 1.363 -7.599
C 2.653 0.927 -8.070
C 1.599 0.610 -7.218
C 1.832 0.643 -5.837
H 3.395 0.832 -4.351
H 5.044 1.658 -5.910
H 4.622 1.762 -8.275
H 2.433 0.892 -9.127
H 0.643 0.299 -7.613
H 1.068 0.304 -5.152

=====

3.
78
Properties=species:S:1:pos:R:3 method="wB97M-V/def2-TZVPD" spin_multiplicity=4 s2=3.7543 gap_ev="7.1 / 7.1" charge=+1
Er -0.591 -0.635 0.880
C -1.192 1.139 2.870
C -1.926 1.599 1.726
C -2.897 -0.364 2.458
C -1.809 -0.061 3.327
C -2.955 0.640 1.450
C -0.167 1.900 3.634
H 0.389 2.594 2.995
H 0.552 1.216 4.102
H -0.633 2.490 4.443
C -1.510 -0.741 4.606
H -0.779 -0.179 5.195
H -1.109 -1.741 4.423
H -2.415 -0.865 5.218
C -3.925 -1.402 2.700
H -4.408 -1.271 3.680
H -3.472 -2.396 2.697
H -4.707 -1.372 1.934
C -4.070 0.808 0.483
H -4.910 1.364 0.936
H -4.457 -0.167 0.165
H -3.754 1.359 -0.411
C -1.880 2.970 1.157
H -2.695 3.592 1.567
H -2.002 2.957 0.066
H -0.941 3.476 1.396
C 3.337 0.071 -2.075
C 3.489 1.327 -1.587
C 3.510 2.571 -2.431
C 2.595 2.567 -3.678
C 1.297 1.857 -3.476
C 1.030 0.579 -3.853
C 2.064 -0.441 -4.221
C 3.441 -0.264 -3.527
H 4.552 2.756 -2.756
H 3.141 2.188 -4.554
H 3.241 3.446 -1.817
H 4.032 0.494 -4.068
H 3.347 -0.797 -1.411
H 3.919 1.492 -0.592
H 3.988 -1.218 -3.622
H 1.694 -1.458 -4.007
H 0.026 0.347 -4.225
H 2.220 -0.407 -5.316
H 2.356 3.623 -3.900
H 0.481 2.524 -3.198
P 1.571 0.798 0.769
C 3.056 -0.195 1.146
C 1.831 2.596 0.646
P -1.156 0.086 -1.584
C 0.730 0.238 -0.976
C -1.669 1.621 -2.411
C -1.198 -1.339 -2.725
H 2.803 -1.268 1.177
H 3.389 0.087 2.158
H 3.892 -0.064 0.456
H 2.261 2.908 -0.313
H 2.496 2.922 1.460
H 0.871 3.118 0.767
H -0.312 -1.388 -3.371
H -2.106 -1.284 -3.344
H -1.246 -2.278 -2.148
H 1.284 -0.613 -1.394
H 1.084 1.115 -1.511
H -2.760 1.738 -2.303
H -1.427 1.626 -3.483
H -1.201 2.499 -1.940
F -2.148 -3.601 4.012
C -1.459 -3.934 2.883
C -0.965 -2.981 1.998
C -0.240 -3.507 0.950
F 0.366 -2.589 0.038
C -0.014 -4.858 0.707
F 0.691 -5.241 -0.379
C -0.540 -5.783 1.609
F -0.351 -7.103 1.428
C -1.261 -5.310 2.701
F -1.772 -6.181 3.595